A molecular structure, C22H22ClCrN2OS3 at a distorted geometry, computed with the ωB97M-V functional and the def2-TZVPD basis.

Each line ends with the Mulliken charge.
Atoms and positions in Å:
Cr -0.1677 0.3448 -0.2942  0.861
C -4.1452 -1.2540 0.8674  -0.807
C -3.9847 0.0009 0.0248  -0.899
S -2.5049 1.0493 0.2618  0.068
C -2.4577 1.4694 2.0344  -0.930
C -1.9314 0.4250 3.0109  -0.697
S -0.4258 -0.4473 2.4574  0.017
C -0.8574 -2.1889 2.8154  -0.613
C -2.2345 -2.7235 2.4235  -1.016
S -2.7519 -2.4109 0.7056  0.027
H -4.2966 -1.0157 1.9180  0.331
H -5.0316 -1.7757 0.5073  0.510
H -3.9555 -0.2327 -1.0402  0.421
H -4.8320 0.6644 0.2001  0.504
H -1.8366 2.3658 2.0591  0.422
H -3.4714 1.7597 2.3119  0.547
H -1.6777 0.9298 3.9422  0.545
H -2.6805 -0.3316 3.2284  0.216
H -0.0637 -2.7530 2.3237  0.358
H -0.7323 -2.3038 3.8923  0.527
H -2.1945 -3.8077 2.5306  0.481
H -3.0219 -2.3717 3.0862  0.531
Cl 3.9533 -5.6124 -0.3659  -0.130
C 2.7981 -4.3557 -0.4249  0.157
C 1.4590 -4.6646 -0.7249  -0.600
C 0.5174 -3.6712 -0.8165  -0.433
C 0.8784 -2.3334 -0.5752  0.367
O 0.0311 -1.3520 -0.6518  -0.257
C 2.2352 -2.0195 -0.2566  -0.095
C 2.6406 -0.6635 -0.0682  0.359
N 1.8628 0.3761 -0.0854  0.247
C 2.3960 1.6772 0.0561  0.051
C 3.6732 2.0112 0.4474  -0.749
C 4.0916 3.3501 0.4473  -1.093
C 3.2453 4.3504 0.0544  -0.855
C 1.9169 4.0498 -0.3189  0.972
C 0.9911 5.0242 -0.7462  -0.473
C -0.2671 4.6302 -1.1170  -1.012
C -0.6227 3.2838 -1.0207  -0.248
N 0.2024 2.3309 -0.5938  0.045
C 1.4871 2.7066 -0.2871  0.877
C 3.1795 -3.0464 -0.2018  -1.026
H 1.1803 -5.6960 -0.8943  0.466
H -0.5087 -3.8950 -1.0770  0.536
H 3.7075 -0.5120 0.0731  0.268
H 4.3775 1.2561 0.7694  0.377
H 5.1043 3.5836 0.7452  0.415
H 3.5819 5.3784 0.0212  0.445
H 1.2896 6.0642 -0.7859  0.478
H -0.9997 5.3434 -1.4659  0.440
H -1.6204 2.9812 -1.2995  0.586
H 4.2177 -2.8192 0.0080  0.483

Cartesian forces (eV/Å) of the 2 atoms listed first:
0.517 1.306 1.373
0.335 -0.140 -0.065

Results
**2S+1**: 4
**Net charge**: +2
**Gap between HOMO and LUMO (alpha / beta)**: 5.352 / 7.308 eV
**Highest occupied orbital energy (alpha / beta)**: -14.1 / -14.2 eV


C22H22ClNO3 in the gas phase, computed with the ωB97M-V functional and the def2-TZVPD basis.

Each line ends with the Mulliken charge.
Atoms and positions in Å:
C 3.4292 1.8466 1.7514  -0.740
C 2.4572 0.9147 2.4681  -0.705
O 1.6454 0.1693 1.5847  -0.425
C 0.6730 0.7957 0.8480  0.825
C 0.2316 2.0895 1.1012  -0.533
C -0.7757 2.6637 0.3489  -1.231
C -1.3629 1.9511 -0.6763  -0.542
C -0.9442 0.6609 -0.9555  1.122
C -1.6001 -0.1566 -2.0450  -1.515
N -2.3605 -1.2748 -1.5242  -0.283
C -3.4889 -1.0844 -0.7420  0.475
C -4.3451 0.0073 -0.8976  -0.096
C -5.5052 0.1118 -0.1583  -0.865
C -5.8498 -0.8733 0.7582  0.831
O -7.0098 -0.7293 1.4721  -0.561
C -5.0102 -1.9666 0.9204  -0.581
C -3.8466 -2.0659 0.1840  -0.655
C 0.0740 0.0702 -0.1968  0.400
O 0.3662 -1.2218 -0.5616  -0.353
C 1.5691 -1.8437 -0.1759  -1.466
C 2.8154 -1.1235 -0.6207  0.462
C 2.7777 -0.1647 -1.6243  -0.079
C 3.9239 0.5030 -2.0185  -0.846
C 5.1366 0.2116 -1.4196  -0.446
C 5.2008 -0.7518 -0.4273  -0.600
C 4.0462 -1.4084 -0.0363  0.646
Cl 4.1569 -2.6097 1.2047  -0.224
H 2.8953 2.5813 1.1538  0.322
H 4.0746 1.2734 1.0906  0.037
H 4.0415 2.3643 2.4846  0.426
H 3.0148 0.1497 3.0157  0.438
H 1.8412 1.4686 3.1876  0.397
H 0.6655 2.6587 1.9070  0.367
H -1.0993 3.6685 0.5721  0.397
H -2.1454 2.3979 -1.2694  0.363
H -2.2554 0.4769 -2.6450  0.548
H -0.8336 -0.5784 -2.7022  0.346
H -1.7509 -1.9925 -1.1544  0.261
H -4.1131 0.7841 -1.6074  0.286
H -6.1623 0.9582 -0.2812  0.403
H -7.1154 -1.4855 2.0607  0.262
H -5.2654 -2.7423 1.6316  0.259
H -3.2002 -2.9213 0.3230  0.319
H 1.5991 -2.0008 0.9076  0.537
H 1.5275 -2.8265 -0.6635  0.427
H 1.8363 0.0616 -2.1013  0.356
H 3.8674 1.2491 -2.7963  0.426
H 6.0343 0.7289 -1.7217  0.387
H 6.1394 -0.9946 0.0463  0.418

Cartesian forces (eV/Å) of the 2 atoms listed first:
-0.322 -0.263 0.004
0.367 0.305 0.233

Results
**2S+1**: 1
**SMILES**: CCOc1cccc(CNc2ccc(O)cc2)c1OCc1ccccc1Cl
**Net charge**: 0
**Gap between HOMO and LUMO**: 7.946 eV
**Highest occupied orbital energy**: -7.2 eV


A molecular structure, C22H22CrIN2O5 at a distorted geometry, computed with the ωB97M-V functional and the def2-TZVPD basis.

Each line ends with the Mulliken charge.
Atoms and positions in Å:
Cr 0.0783 0.0681 -0.4019  0.052
C 0.3001 -1.5678 1.3860  1.332
C 0.1909 -2.3490 0.2329  1.078
C 1.2445 -1.9622 -0.6542  0.255
C 2.0608 -0.9942 -0.0004  1.406
C 1.4497 -0.7069 1.2398  -0.083
C 1.9754 0.1469 2.3508  -1.783
C 3.4157 -0.5605 -0.4768  -1.897
C 1.5698 -2.6814 -1.9210  -1.696
C -0.8282 -3.4063 -0.0535  -1.892
C -0.5314 -1.6630 2.6227  -1.728
H 2.1233 -0.4648 3.2432  0.335
H 1.2577 0.9310 2.5997  0.231
H 2.9225 0.6152 2.0857  0.372
H 4.1600 -1.3177 -0.2181  0.335
H 3.7185 0.3800 -0.0199  0.336
H 3.4297 -0.4368 -1.5600  0.390
H 2.0365 -3.6391 -1.6733  0.358
H 2.2567 -2.1157 -2.5465  0.394
H 0.6717 -2.8815 -2.5056  0.334
H -0.4158 -4.3960 0.1592  0.365
H -1.1261 -3.3927 -1.1032  0.354
H -1.7191 -3.2776 0.5606  0.382
H -0.6349 -0.6891 3.1028  0.380
H -0.0577 -2.3391 3.3395  0.329
H -1.5280 -2.0507 2.4101  0.404
O -5.8986 -0.1861 -0.9915  -0.529
C -4.5646 -0.0551 -0.9337  0.970
C -3.7212 -0.4713 -1.9680  -0.435
C -2.3657 -0.3150 -1.8037  0.016
N -1.8557 0.2060 -0.6896  0.676
C -2.6509 0.6399 0.2889  0.065
C -4.0171 0.5356 0.2093  -0.899
C -1.8304 1.2446 1.4176  0.085
O -2.3556 1.7385 2.3929  -0.734
O -0.5642 1.1713 1.1544  -0.031
C -1.2529 -0.6637 -2.7863  0.166
O -1.4911 -1.2594 -3.8170  -0.706
O -0.1129 -0.2335 -2.3577  -0.373
H -6.1622 -0.6043 -1.8183  0.308
H -4.0977 -0.8988 -2.8893  0.476
H -4.6428 0.9043 1.0100  0.616
I 0.0670 5.3538 2.2455  0.108
C 1.0803 4.1755 0.8416  -0.327
C 2.4585 4.0672 0.8903  -0.188
C 3.0849 3.2793 -0.0649  -0.655
C 2.3004 2.6082 -0.9863  -0.372
N 0.9665 2.6680 -0.9999  -0.350
C 0.3722 3.4752 -0.1219  -0.227
H 3.0282 4.5874 1.6480  0.396
H 4.1636 3.2033 -0.0953  0.420
H 2.7421 1.9967 -1.7651  0.566
H -0.7009 3.5836 -0.2089  0.611

Cartesian forces (eV/Å) of the 2 atoms listed first:
0.597 -1.091 0.617
0.121 0.024 -0.183

Results
**2S+1**: 4
**Net charge**: 0
**Gap between HOMO and LUMO (alpha / beta)**: 7.600 / 8.302 eV
**Highest occupied orbital energy (alpha / beta)**: -7.8 / -8.4 eV


C22H22FN3O4 in the gas phase, computed with the ωB97M-V functional and the def2-TZVPD basis.

Each line ends with the Mulliken charge.
Atoms and positions in Å:
O 1.4349 3.4370 -0.0720  -0.684
C 1.0468 2.5243 -0.7727  0.997
C 1.9960 1.7136 -1.6708  -1.614
N 2.2674 0.4198 -1.0662  0.237
C 1.4353 -0.6077 -1.4427  0.629
O 0.5034 -0.4218 -2.2023  -0.700
N 1.7124 -1.8565 -0.9361  0.035
C 0.7626 -2.9067 -1.2898  -1.566
C -0.5579 -2.6781 -0.6026  0.402
C -1.7465 -2.7042 -1.3175  -0.367
C -2.9554 -2.4849 -0.6839  -0.397
C -2.9557 -2.2233 0.6723  0.408
F -4.1320 -1.9928 1.2988  -0.427
C -1.7882 -2.1891 1.4106  -0.737
C -0.5894 -2.4221 0.7632  -0.236
C 2.7683 -2.1729 -0.0915  0.665
O 2.9703 -3.3172 0.2567  -0.693
C 3.5523 -1.0226 0.3517  0.370
C 4.5742 -1.2176 1.2823  -0.548
C 5.2855 -0.1451 1.7697  -0.642
C 4.9574 1.1385 1.3472  -0.753
C 3.9536 1.3520 0.4249  -0.919
C 3.2507 0.2673 -0.1059  1.018
N -0.2204 2.0962 -0.8376  -0.002
C -1.2651 2.6025 0.0196  -1.320
C -2.0374 1.4236 0.6366  0.679
C -3.1966 1.8864 1.5219  -0.787
C -4.3237 2.0573 0.5047  -0.587
C -3.9978 0.9777 -0.5330  -0.551
O -2.6233 0.6409 -0.3867  -0.441
H 2.9314 2.2547 -1.8136  0.545
H 1.5230 1.5303 -2.6382  0.497
H 0.6306 -2.9112 -2.3736  0.397
H 1.2147 -3.8477 -0.9634  0.510
H -1.7274 -2.8901 -2.3801  0.354
H -3.8851 -2.5030 -1.2300  0.472
H -1.8249 -1.9861 2.4697  0.465
H 0.3319 -2.4080 1.3280  0.418
H 4.7747 -2.2283 1.6032  0.482
H 6.0782 -0.2953 2.4855  0.409
H 5.4891 1.9877 1.7491  0.424
H 3.6959 2.3615 0.1516  0.393
H -0.4640 1.2961 -1.4119  0.279
H -1.9514 3.2237 -0.5658  0.219
H -0.7966 3.2154 0.7929  0.452
H -1.3279 0.7777 1.1679  0.293
H -3.4501 1.1007 2.2335  0.295
H -2.9656 2.8000 2.0638  0.406
H -4.2883 3.0503 0.0564  0.317
H -5.3074 1.9101 0.9436  0.374
H -4.5862 0.0711 -0.3584  0.236
H -4.1764 1.3157 -1.5589  0.295

Cartesian forces (eV/Å) of the 2 atoms listed first:
0.229 0.342 0.233
0.259 -0.269 -0.532

Results
**2S+1**: 1
**SMILES**: O=C(Cn1c(=O)n(Cc2ccc(F)cc2)c(=O)c2ccccc21)NC[C@H]1CCCO1
**Net charge**: 0
**Gap between HOMO and LUMO**: 9.083 eV
**Highest occupied orbital energy**: -8.8 eV


We obtain ΔE to the lowest compared entry with this formula, charge and spin values of 1.086, 1.258, 0.135, 0.000 eV for the records listed above, in that order.